(1)
{"formula": "C4H7N3", "method": "ωB97M-V/def2-TZVPD", "elements": ["C", "C", "C", "C", "H", "H", "H", "H", "H", "H", "H", "N", "N", "N"], "coordinates": [[1.25317, -1.29594, 0.07884], [-0.21092, -0.70090, -0.04904], [-2.23664, -0.41630, 0.02880], [0.56181, 1.63111, -0.02621], [1.19851, -2.45866, 0.15070], [1.78179, -0.83461, 0.81065], [1.77291, -1.01402, -0.87343], [-3.30219, -0.60579, 0.13643], [1.42081, 1.47628, -0.76952], [1.06822, 1.36833, 0.81846], [0.19269, 2.67654, -0.04836], [-1.27084, -1.40260, -0.16020], [-1.78258, 0.88621, 0.07103], [-0.44674, 0.69034, -0.16814]], "forces_ev_per_angstrom": [[-3.14, -1.74, -3.96], [4.04, 1.33, -1.34], [0.24, 2.24, -0.39], [1.55, 1.87, -2.41], [0.08, 2.35, 0.05], [1.44, 1.06, 2.60], [-0.25, -0.50, 0.63], [0.38, -0.05, -0.14], [-1.58, 0.42, 0.20], [1.31, 0.24, 3.01], [0.25, -0.84, 0.09], [-2.44, 0.99, 1.62], [-0.26, -3.17, -1.02], [-1.62, -4.19, 1.06]], "lowdin_charge": [0.00, -0.35, -0.18, -0.06, 0.12, 0.01, 0.08, 0.09, 0.12, 0.05, 0.11, 0.11, 0.09, -0.18], "charge": 0, "e_tot_ha": -320.83424, "e_homo_ev": -9.11, "lumo_energy_ev": 0.84, "homo_lumo_gap_ev": 9.953, "de_lowest_kcal_mol": 30.79}


(2)
{"formula": "C4H7N3", "method": "ωB97M-V/def2-TZVPD", "elements": ["H", "N", "N", "N", "C", "C", "C", "C", "H", "H", "H", "H", "H", "H"], "coordinates": [[2.54040, 2.41200, -0.01433], [1.78518, 1.83459, 0.06661], [2.12375, 0.62009, -0.00836], [1.08030, -0.21284, 0.02320], [1.35899, -1.64543, 0.05303], [-0.18006, 0.13568, 0.09247], [-1.32251, 0.44530, 0.09302], [-2.71807, 0.66657, 0.00430], [1.05919, -1.91834, -0.97089], [2.44741, -1.80458, 0.00029], [1.11479, -2.36535, 0.84122], [-2.89115, -0.13889, -0.73262], [-3.30117, 0.38908, 0.92565], [-3.09704, 1.58212, -0.37361]], "forces_ev_per_angstrom": [[3.05, 1.40, -0.23], [-3.02, -3.12, 0.05], [0.15, 2.14, 0.27], [1.58, -1.80, 1.42], [2.08, -0.39, -2.37], [-0.34, 0.80, 0.01], [0.06, 0.99, 0.71], [-1.59, -2.36, 0.37], [-0.40, -1.02, 0.66], [-0.11, 0.64, 0.02], [-1.13, 0.99, 0.15], [-1.15, 0.43, 0.04], [0.70, 0.34, -0.72], [0.13, 0.95, -0.38]], "lowdin_charge": [0.00, 0.07, -0.03, -0.22, -0.04, -0.10, -0.08, -0.11, 0.09, 0.08, 0.09, 0.09, 0.10, 0.06], "charge": 0, "smiles": "[H]/N=N/N(C)C#CC", "e_tot_ha": -320.71494, "e_homo_ev": -8.29, "lumo_energy_ev": 0.99, "homo_lumo_gap_ev": 9.277, "de_lowest_kcal_mol": 105.65}


(3)
{"formula": "C4H7N3", "method": "ωB97M-V/def2-TZVPD", "elements": ["C", "N", "C", "C", "C", "N", "N", "H", "H", "H", "H", "H", "H", "H"], "coordinates": [[-1.31783, -0.75120, 0.00436], [-1.60562, 0.39892, -0.20171], [-0.61293, 1.28849, 0.24620], [0.65112, 0.67868, -0.27287], [1.86977, 0.18334, 0.35267], [0.91906, -0.67609, -0.65044], [-0.11222, -1.13698, 0.34991], [-2.12234, -1.39768, -0.02156], [-0.39833, 2.31875, -0.22261], [-0.70922, 1.66950, 1.27336], [0.78269, 1.23076, -1.18054], [1.66006, -0.12908, 1.47651], [2.89383, 0.10169, -0.17118], [-0.05611, -2.29071, 0.37958]], "forces_ev_per_angstrom": [[-1.39, -2.53, -0.05], [-3.58, 6.30, -0.46], [2.19, 2.40, -0.68], [3.18, 3.53, -2.74], [0.35, -2.59, 0.40], [-1.40, 0.13, 4.54], [3.73, -8.40, 0.58], [-1.33, -2.18, -0.28], [-1.94, -1.18, 0.05], [0.03, -1.34, 0.30], [0.91, 0.51, -0.46], [1.15, 0.48, -2.63], [-1.71, 0.93, 1.43], [-0.18, 3.93, -0.02]], "lowdin_charge": [-0.34, 0.07, -0.20, -0.45, -0.02, 0.05, -0.04, 0.10, 0.13, 0.13, 0.12, 0.14, 0.12, 0.20], "charge": 0, "smiles": "C1=NC[C@H]2CN2N1", "e_tot_ha": -320.67770, "e_homo_ev": -8.75, "lumo_energy_ev": 0.96, "homo_lumo_gap_ev": 9.704, "de_lowest_kcal_mol": 129.02}


(4)
{"formula": "C4H7N3", "method": "ωB97M-V/def2-TZVPD", "elements": ["C", "C", "C", "C", "N", "N", "N", "H", "H", "H", "H", "H", "H", "H"], "coordinates": [[-0.61852, 2.44028, 1.96040], [0.38454, -0.54247, -0.18981], [-0.00586, -1.26313, 1.02340], [-0.56689, -0.27318, -1.29068], [1.70697, -0.39511, -0.36136], [-0.36876, 1.61193, 1.23027], [-0.32483, -2.07012, 1.73730], [-0.81087, 3.28008, 2.66636], [-0.90297, -1.19287, -1.65549], [0.02589, 0.16490, -2.02887], [-1.43162, 0.37734, -1.20617], [1.97706, 0.14989, -1.13555], [2.49703, -0.48167, 0.34426], [-0.60906, -2.62173, 2.66094]], "forces_ev_per_angstrom": [[-0.40, 2.25, 1.77], [3.02, 0.88, -0.24], [0.24, 0.57, -1.51], [0.42, 0.75, 0.96], [-2.35, -0.31, 2.57], [0.37, -1.64, -0.91], [-1.15, -1.85, 4.08], [0.13, -0.99, -0.86], [-0.67, -1.82, -0.62], [0.91, 0.70, -1.55], [-0.08, 0.05, 1.05], [0.46, 0.66, -1.63], [-1.51, -0.35, -0.67], [0.63, 1.11, -2.44]], "lowdin_charge": [0.04, -0.18, 0.10, 0.06, 0.32, 0.09, 0.45, 0.12, 0.12, 0.10, 0.14, 0.15, 0.22, 0.28], "charge": 2, "e_tot_ha": -320.09199, "e_homo_ev": -20.56, "lumo_energy_ev": -11.51, "homo_lumo_gap_ev": 9.053, "de_lowest_kcal_mol": 14.52}


(5)
{"formula": "C4H7N3", "method": "ωB97M-V/def2-TZVPD", "elements": ["C", "C", "C", "C", "N", "N", "N", "H", "H", "H", "H", "H", "H", "H"], "coordinates": [[-2.47123, -0.14249, -0.77781], [-0.26609, 0.10999, -2.03165], [0.60049, 0.89342, -0.00078], [0.99450, -0.62556, 1.68362], [-1.46765, -0.12427, -1.38950], [0.67110, 0.65280, -1.18511], [0.50108, 0.66552, 1.22608], [-3.40871, -0.35982, -0.42451], [-0.28201, -0.28499, -3.02798], [0.34524, -1.10776, 2.44874], [1.76096, -0.46572, 2.41755], [1.23529, -1.33936, 0.83542], [1.54408, 0.77073, -1.72872], [0.24294, 1.35751, 1.95465]], "forces_ev_per_angstrom": [[4.74, -0.08, -3.47], [-2.30, -0.32, 1.99], [-1.14, 2.58, 5.01], [-0.27, -2.38, 1.33], [-2.17, 0.66, 1.89], [0.52, -2.44, -6.27], [0.67, -0.47, -0.74], [-2.14, -0.29, 1.22], [1.23, 0.49, -0.48], [-0.74, 0.28, -1.11], [1.45, 0.39, -0.41], [-0.15, 1.12, 1.18], [0.31, 0.44, 0.52], [0.00, 0.02, -0.67]], "lowdin_charge": [0.38, -0.01, 0.01, 0.02, 0.13, 0.17, 0.15, 0.12, 0.16, 0.13, 0.11, 0.15, 0.25, 0.22], "charge": 2, "e_tot_ha": -319.99175, "e_homo_ev": [-17.90, -17.90], "lumo_energy_ev": [-9.99, -9.99], "homo_lumo_gap_ev": [7.904, 7.910], "de_lowest_kcal_mol": 77.42}


(6)
{"formula": "C4H7N3O", "method": "ωB97M-V/def2-TZVPD", "elements": ["C", "C", "C", "C", "H", "H", "H", "H", "H", "H", "H", "N", "N", "N", "O"], "coordinates": [[-1.01584, 0.85636, 0.09244], [0.42932, 0.96529, -0.20507], [1.42999, -1.26112, 0.37431], [2.30649, -0.33710, -0.29479], [-3.60910, -0.74016, -0.95379], [-3.59895, 0.80105, 1.04156], [-1.66581, 1.52274, 1.28061], [1.26270, -0.97706, 1.38680], [1.17827, -2.32650, 0.01728], [3.12823, -0.32047, -1.19926], [2.65072, 0.65434, 0.32368], [-2.94866, -0.29364, -0.18977], [-1.65695, -0.21177, -0.72098], [0.96420, -0.30232, -0.66385], [1.14540, 1.97037, -0.28916]], "forces_ev_per_angstrom": [[-2.53, -2.77, -0.85], [0.80, 0.64, -1.40], [-1.38, -2.39, -1.41], [5.96, 3.73, -2.12], [1.21, 1.73, 2.14], [1.71, -2.31, -3.27], [1.79, -2.10, -4.13], [-0.41, -0.30, 0.73], [0.89, 1.69, 1.00], [-2.02, -1.25, 2.32], [-0.81, -2.76, -1.15], [-0.50, -1.23, -1.25], [-1.58, 6.91, 7.28], [-0.99, 1.75, 1.22], [-2.15, -1.35, 0.88]], "lowdin_charge": [-0.07, -0.49, -0.10, -0.24, 0.09, 0.27, 0.19, 0.10, 0.14, 0.16, 0.15, -0.16, -0.01, -0.06, 0.04], "charge": 0, "e_tot_ha": -395.75060, "e_homo_ev": -8.64, "lumo_energy_ev": -1.73, "homo_lumo_gap_ev": 6.915, "de_lowest_kcal_mol": 249.63}


(7)
{"formula": "C4H7N3O", "method": "ωB97M-V/def2-TZVPD", "elements": ["C", "N", "C", "C", "N", "N", "C", "O", "H", "H", "H", "H", "H", "H", "H"], "coordinates": [[-0.12755, 1.94458, 1.07417], [-0.43644, 0.99191, 0.05624], [0.22192, -0.05033, -0.19963], [1.47545, -0.59191, 0.44193], [-0.16288, -0.91723, -1.24324], [-1.37430, -0.91070, -2.12737], [-1.13700, -1.87215, -1.18844], [-1.49054, -2.87079, -0.67823], [-1.06991, 2.19544, 1.56102], [0.59661, 1.61567, 1.82658], [0.25199, 2.85339, 0.59845], [1.21556, -1.13603, 1.34804], [2.14257, 0.22482, 0.70499], [1.97925, -1.26542, -0.24834], [-2.08474, -0.21123, -1.92615]], "forces_ev_per_angstrom": [[0.27, 0.15, 0.14], [-0.41, -0.81, -1.06], [-0.24, 0.57, 0.63], [-0.13, 0.18, 0.08], [1.20, -0.37, -0.35], [-0.65, 0.69, -0.90], [0.22, -0.02, 0.07], [-0.33, -0.53, 0.39], [0.13, 0.11, 0.14], [-0.02, -0.04, 0.00], [-0.05, 0.00, 0.10], [0.04, -0.07, 0.09], [0.06, 0.01, 0.06], [-0.01, 0.04, 0.10], [-0.10, 0.08, 0.53]], "lowdin_charge": [-0.13, 0.03, -0.38, -0.01, 0.06, 0.19, -0.53, 0.16, 0.08, 0.07, 0.08, 0.09, 0.08, 0.08, 0.11], "charge": 0, "smiles": "C/N=C(\\C)N1NC1=O", "e_tot_ha": -396.02990, "e_homo_ev": -9.38, "lumo_energy_ev": 0.86, "homo_lumo_gap_ev": 10.242, "de_lowest_kcal_mol": 74.36}


(8)
{"formula": "C4H7N3O", "method": "ωB97M-V/def2-TZVPD", "elements": ["H", "N", "C", "N", "C", "N", "H", "H", "H", "H", "C", "C", "O", "H", "H"], "coordinates": [[0.54763, 0.53774, 1.68449], [-0.50879, 0.54601, 1.52523], [-0.79051, 0.54003, 0.29759], [0.15614, 0.45605, -0.76674], [-2.18238, 0.31864, -0.14580], [-2.44617, 0.36015, -1.37830], [-3.43125, 0.24213, -1.60885], [0.90880, 1.12530, -0.75703], [-0.26457, 0.32182, -1.67845], [-2.88062, 0.09491, 0.66323], [2.38847, -0.57103, 0.79708], [1.66788, -1.20183, -0.10791], [1.15902, -2.11734, -0.63361], [3.10392, -1.13750, 1.36945], [2.57242, 0.48491, 0.73963]], "forces_ev_per_angstrom": [[-1.81, 0.07, -0.30], [1.32, 0.40, 0.78], [1.32, -1.00, -1.11], [-0.32, 0.51, 0.61], [-0.47, 0.05, 0.11], [-0.11, 0.24, -0.30], [0.07, -0.23, 0.25], [-0.12, 0.19, -0.01], [-0.07, 0.22, 0.08], [-0.08, 0.17, -0.06], [0.59, 1.07, -0.27], [-0.52, -2.61, 0.21], [0.46, 1.04, 0.02], [-0.09, -0.35, -0.02], [-0.15, 0.21, 0.01]], "lowdin_charge": [0.06, 0.15, -0.47, 0.09, -0.18, 0.11, 0.06, 0.10, 0.09, 0.11, -0.03, -0.33, 0.14, 0.06, 0.05], "charge": 0, "smiles": "[H]/N=C(N)/C=N/[H].C=C=O", "e_tot_ha": -396.05627, "e_homo_ev": -9.04, "lumo_energy_ev": 0.37, "homo_lumo_gap_ev": 9.408, "de_lowest_kcal_mol": 57.82}


(9)
{"formula": "C4H7N3O", "method": "ωB97M-V/def2-TZVPD", "elements": ["H", "N", "C", "N", "C", "C", "C", "N", "O", "H", "H", "H", "H", "H", "H"], "coordinates": [[-1.53063, 2.73116, 1.19854], [-1.40482, 1.95390, 0.55056], [-0.52843, 1.12142, 0.80335], [0.77774, 0.70766, 1.46464], [0.18728, -0.09023, 0.42005], [-0.31821, -1.46677, 0.77821], [0.72856, 0.22314, -1.04054], [0.23742, -0.55737, -2.02570], [1.58014, 1.06849, -1.19433], [1.56930, 1.29389, 1.22462], [0.51344, -2.18292, 0.77573], [-1.10152, -1.79811, 0.09831], [-0.73089, -1.44180, 1.77995], [0.54881, -0.37910, -2.96960], [-0.52819, -1.18336, -1.86379]], "forces_ev_per_angstrom": [[0.66, 0.08, -0.23], [-1.13, -0.05, 0.44], [3.11, -1.19, 1.21], [-2.27, 1.40, 0.66], [-0.85, 0.55, -2.79], [0.57, -0.03, -0.09], [0.39, -1.07, 1.50], [0.00, 0.11, -0.23], [-0.05, 0.18, -0.12], [0.02, 0.02, -0.48], [-0.22, 0.06, -0.09], [0.01, -0.06, -0.02], [-0.09, 0.03, 0.14], [-0.15, -0.01, 0.15], [0.00, -0.02, -0.06]], "lowdin_charge": [0.07, 0.17, -0.29, 0.14, -0.40, -0.02, -0.47, 0.18, 0.07, 0.10, 0.09, 0.07, 0.08, 0.12, 0.09], "charge": 0, "smiles": "[H]/N=C1\\N[C@]1(C)C(N)=O", "e_tot_ha": -396.07905, "e_homo_ev": -9.11, "lumo_energy_ev": 0.77, "homo_lumo_gap_ev": 9.883, "de_lowest_kcal_mol": 43.53}


(10)
{"formula": "C4H7N3O", "method": "ωB97M-V/def2-TZVPD", "elements": ["C", "N", "C", "N", "O", "C", "C", "N", "H", "H", "H", "H", "H", "H", "H"], "coordinates": [[1.61620, 0.58486, -0.54477], [2.01629, -0.52729, -0.25053], [1.19465, -1.28615, 0.56680], [0.01488, -1.56737, 0.27107], [-0.51417, -1.17977, -0.92146], [-1.57806, -0.29287, -0.37482], [-0.84532, 0.73649, 0.58178], [0.53171, 1.29551, 0.11464], [2.19871, 1.01886, -1.49606], [1.62892, -1.85889, 1.46328], [-2.24104, -1.02613, 0.06628], [-1.90029, 0.05478, -1.40357], [-1.36668, 1.78651, 0.69253], [-0.99716, 0.28230, 1.67879], [0.24137, 1.97915, -0.44396]], "forces_ev_per_angstrom": [[-1.16, 3.55, -2.01], [1.42, -3.42, 0.98], [1.91, -0.81, 0.85], [-0.58, -3.57, 1.54], [-0.25, 1.92, 0.61], [2.00, 0.20, -3.05], [-1.49, 1.40, 1.73], [0.72, -4.46, 1.57], [-1.66, 0.16, 2.42], [-0.70, 1.32, -1.26], [-0.57, 0.66, 0.58], [-0.46, 0.47, 1.65], [0.32, -2.26, -0.45], [1.38, 1.09, -2.43], [-0.86, 3.76, -2.75]], "lowdin_charge": [-0.22, 0.06, -0.22, -0.05, -0.16, -0.14, -0.15, 0.04, 0.16, 0.15, 0.10, 0.13, 0.13, 0.14, 0.02], "charge": 0, "smiles": "C1=N\\C=N/OCCN/1", "e_tot_ha": -395.95163, "e_homo_ev": -8.82, "lumo_energy_ev": 0.89, "homo_lumo_gap_ev": 9.715, "de_lowest_kcal_mol": 123.48}


(11)
{"formula": "C4H7N3O", "method": "ωB97M-V/def2-TZVPD", "elements": ["H", "N", "C", "C", "C", "N", "N", "O", "C", "H", "H", "H", "H", "H", "H"], "coordinates": [[-0.37963, 2.35760, 0.04811], [0.63582, 2.17719, 0.05127], [0.85899, 0.96168, -0.10969], [2.19465, 0.32282, 0.00904], [1.97167, -1.02459, 0.05093], [0.56393, -1.36021, -0.11562], [-0.11912, -0.11216, -0.35156], [-1.14678, -0.01698, 0.57470], [-2.42022, -0.10614, -0.14322], [3.17152, 0.83526, 0.11025], [2.68469, -1.83431, 0.15002], [0.20550, -1.71010, 0.76112], [-2.52110, -1.08567, -0.68386], [-2.49431, 0.60472, -0.93095], [-3.20559, -0.00913, 0.57947]], "forces_ev_per_angstrom": [[0.45, 0.03, -0.04], [-1.13, 1.01, -0.04], [1.04, -1.27, 0.30], [-0.37, -1.75, -0.25], [-0.91, 1.62, -0.21], [1.62, 0.19, -0.23], [1.32, 0.61, 0.21], [-1.61, 0.16, -0.54], [0.92, -1.78, -0.25], [-1.05, -0.36, -0.17], [-0.17, 0.09, 0.04], [-0.22, -0.31, 0.26], [0.25, 0.55, 0.81], [0.10, 1.06, -0.32], [-0.24, 0.16, 0.43]], "lowdin_charge": [0.06, 0.15, -0.40, -0.01, -0.07, 0.02, -0.11, -0.16, -0.05, 0.11, 0.11, 0.12, 0.10, 0.07, 0.08], "charge": 0, "smiles": "[H]/N=c1/cc[nH]n1OC", "e_tot_ha": -395.99672, "e_homo_ev": -8.56, "lumo_energy_ev": 0.95, "homo_lumo_gap_ev": 9.505, "de_lowest_kcal_mol": 95.18}


(12)
{"formula": "C4H7N3O", "method": "ωB97M-V/def2-TZVPD", "elements": ["H", "N", "C", "N", "C", "N", "C", "C", "O", "H", "H", "H", "H", "H", "H"], "coordinates": [[0.52163, 2.14402, 1.89287], [0.29267, 2.18917, 0.89294], [0.10666, 0.97231, 0.52943], [0.21107, -0.02004, 1.44412], [0.67245, -1.17556, 1.07981], [1.51067, -1.53377, 0.06758], [-0.29198, 0.58410, -0.91381], [-1.76241, 0.39215, -1.12052], [0.57074, 0.50457, -1.77793], [0.54883, -1.99936, 1.80255], [2.18563, -2.27016, 0.23925], [1.81055, -0.82189, -0.59838], [-1.97966, -0.67865, -1.14231], [-2.34384, 0.86446, -0.32575], [-2.05302, 0.84864, -2.06984]], "forces_ev_per_angstrom": [[-0.06, 0.23, -0.23], [-0.33, -0.58, -0.85], [0.77, 2.00, -0.05], [-0.70, -2.77, -0.62], [1.23, -0.44, 1.69], [-0.07, 0.65, -0.39], [1.09, 1.14, 0.03], [-0.19, 0.15, -0.30], [-1.18, -0.19, 0.87], [-0.04, 0.36, -0.26], [-0.54, 0.05, -0.02], [-0.15, -0.23, 0.21], [-0.06, 0.05, -0.06], [0.17, -0.15, 0.01], [0.07, -0.25, -0.02]], "lowdin_charge": [0.05, 0.14, -0.45, 0.09, -0.24, 0.12, -0.38, 0.00, 0.07, 0.12, 0.11, 0.09, 0.09, 0.09, 0.09], "charge": 0, "smiles": "[H]/N=C(\\N=C/N)C(C)=O", "e_tot_ha": -396.09869, "e_homo_ev": -9.21, "lumo_energy_ev": 0.59, "homo_lumo_gap_ev": 9.795, "de_lowest_kcal_mol": 31.20}


| no. | M (g/mol) |
| --- | --- |
| 1 | 97.1 |
| 2 | 97.1 |
| 3 | 97.1 |
| 4 | 97.1 |
| 5 | 97.1 |
| 6 | 113.1 |
| 7 | 113.1 |
| 8 | 113.1 |
| 9 | 113.1 |
| 10 | 113.1 |
| 11 | 113.1 |
| 12 | 113.1 |